Entry 1:
ORCA calculation (ωB97M-V/def2-TZVPD) on a molecular structure, C29H52N7OPb2.

```
91
Properties=species:S:1:pos:R:3:forces:R:3
Pb 2.11623 -2.95099 3.54836 -1.8 0.6 0.2
Pb 4.11152 -2.46356 0.51055 -1.2 1.4 -1.5
C 1.13610 -0.84371 1.01021 -1.0 0.5 -0.5
O 1.92609 -1.94945 1.45273 2.5 -0.9 0.2
H 1.69241 0.01537 0.62656 0.4 -0.2 0.2
H 0.50306 -1.17272 0.18233 0.0 -0.1 0.0
H 0.47388 -0.48096 1.79883 0.1 -0.1 0.1
C -3.48445 -4.27582 0.95732 0.1 0.1 0.4
C -2.35032 -4.80150 0.09616 0.7 -0.4 0.7
C -1.01053 -4.02713 0.31939 -0.6 0.4 -0.1
C -0.53141 -4.04848 1.69490 -0.5 -0.3 0.1
N -0.20791 -4.08195 2.80375 1.2 0.7 0.1
H -3.62607 -3.20290 0.82144 0.0 0.0 0.0
H -3.26149 -4.46881 2.00996 0.0 0.2 0.0
H -4.44503 -4.75855 0.78865 0.1 -0.1 -0.3
H -2.55628 -4.78473 -0.97200 0.0 0.0 0.0
H -2.06801 -5.81092 0.40130 -0.6 -0.3 -0.3
H -1.20687 -2.97400 0.09583 0.3 0.0 -0.2
H -0.22993 -4.44984 -0.31407 0.0 0.2 -0.1
C -2.85397 -0.56099 0.21287 1.1 0.2 0.6
C -3.17537 -0.95777 -1.21978 -0.2 -0.1 0.6
C -4.40697 -0.19890 -1.74313 0.3 -0.6 0.2
C -4.87351 -0.75918 -3.01302 0.0 0.2 0.1
N -5.18174 -1.20266 -4.02495 0.0 -0.1 0.0
H -2.01466 -1.12662 0.64532 0.2 -0.1 -0.4
H -3.60194 -0.77457 0.97727 -0.6 0.3 -0.5
H -2.50366 0.46896 0.29402 -0.4 0.1 0.1
H -3.33533 -2.03708 -1.18052 -0.2 0.0 -0.6
H -2.35000 -0.74145 -1.89542 0.2 -0.2 0.2
H -4.12114 0.84106 -1.90047 -0.3 0.1 0.1
H -5.18771 -0.27521 -0.98642 -0.2 0.3 -0.2
C -1.14594 1.38455 4.67508 -0.4 -0.3 0.6
C -1.84383 0.72894 3.48142 0.8 0.7 0.0
C -3.37763 0.80272 3.55093 0.3 -0.1 0.2
C -3.88062 2.08589 4.05759 0.2 -0.1 -0.3
N -4.24891 3.10664 4.42710 0.0 0.0 0.1
H -0.06783 1.24847 4.59033 0.0 0.2 0.1
H -1.47582 0.95841 5.62677 0.1 -0.3 -0.1
H -1.40591 2.43564 4.80137 0.2 0.1 -0.4
H -1.48881 -0.30237 3.37421 -0.4 -0.2 0.2
H -1.41431 1.21765 2.59853 -0.5 0.2 -0.2
H -3.71551 0.03440 4.24838 -0.2 -0.1 -0.1
H -3.81201 0.62205 2.57063 -0.2 -0.1 0.1
C -1.54861 -2.39774 -3.81358 0.4 -0.2 -0.2
C -0.21346 -1.67094 -3.62023 -0.2 -0.7 -0.6
C 0.97505 -2.66483 -3.52575 -1.0 0.5 0.9
C 0.96703 -3.64847 -4.60881 0.6 0.3 0.2
N 1.01276 -4.40427 -5.46987 -0.1 -0.1 0.0
H -1.49178 -3.00531 -4.71741 -0.2 0.1 -0.1
H -2.38369 -1.70822 -3.90715 0.0 0.0 -0.1
H -1.76439 -3.10821 -3.00936 0.0 0.1 0.2
H -0.25994 -1.06791 -2.71074 0.3 0.2 -0.1
H -0.00616 -1.06460 -4.50190 -0.2 0.4 0.2
H 0.82910 -3.16932 -2.56212 0.2 -0.4 -0.1
H 1.89728 -2.08916 -3.44731 0.2 -0.2 -0.4
C 3.72362 3.10206 -0.60080 0.2 -0.4 -0.9
C 5.02975 2.56188 -1.19242 -0.4 -0.3 0.4
C 4.84902 1.48472 -2.28327 0.1 0.4 -0.3
C 4.33304 0.21834 -1.79922 0.1 0.3 -0.4
N 3.92613 -0.79608 -1.42533 0.2 -0.8 1.5
H 3.96257 3.81055 0.18818 -0.3 0.1 0.0
H 3.07911 2.29837 -0.22868 0.1 0.0 0.2
H 3.15216 3.56043 -1.40891 -0.1 0.3 0.2
H 5.62031 2.16266 -0.36452 0.4 0.0 -0.2
H 5.58649 3.35615 -1.68564 0.1 0.1 0.2
H 5.79564 1.33712 -2.80904 0.1 -0.4 0.2
H 4.17924 1.83895 -3.07329 -0.3 -0.2 0.1
C -1.08885 2.01600 -1.52445 -0.5 0.6 -0.2
C -0.48295 3.34898 -1.98428 0.0 -0.6 -0.1
C 0.15558 3.32634 -3.39578 0.0 0.1 0.5
C 1.13737 2.24208 -3.53097 -0.2 0.0 0.1
N 1.86126 1.35075 -3.59274 0.1 0.1 0.2
H -1.64525 2.22173 -0.60909 0.3 -0.2 0.2
H -0.35395 1.21879 -1.40291 0.0 0.0 0.1
H -1.86091 1.67797 -2.21994 0.2 -0.1 -0.2
H 0.27701 3.66762 -1.26826 0.0 0.0 0.0
H -1.27582 4.09439 -1.94939 0.1 0.1 -0.2
H 0.66227 4.28343 -3.52232 0.0 -0.1 -0.3
H -0.57652 3.20978 -4.19466 -0.1 0.0 0.0
C 2.16903 3.38746 3.24859 0.3 0.4 0.0
C 3.58050 2.82592 3.39297 -0.3 0.7 0.8
C 3.69345 1.34491 3.02248 0.7 -0.1 -0.7
C 2.85072 0.40547 3.76248 0.2 0.6 0.2
N 2.19884 -0.32737 4.36706 0.0 -1.1 -0.6
H 1.48922 2.84991 3.91010 -0.4 -0.2 -0.5
H 1.91896 3.44499 2.18643 -0.5 -0.6 0.1
H 2.06408 4.43438 3.53795 0.5 0.0 0.3
H 3.95183 2.92298 4.41575 -0.2 0.0 0.1
H 4.28129 3.43037 2.81653 0.1 -0.4 -0.3
H 4.74092 1.05465 3.15488 -0.1 -0.2 0.3
H 3.50375 1.16440 1.95645 -0.3 0.2 0.0
```
Forces are in eV/Å.

As for the total charge: +3. Its energy relative to the best compared isomer or geometry (same formula, charge and spin) is 0.3409 eV. The calculation puts the LUMO energy at -12.47 eV. As for the total energy: -53859.834 eV.

Atomic partial charges in e from the Mulliken method, atoms 1 to 8: number 1, Pb, carries 1.24; number 2, Pb, carries 1.36; number 3, C, carries 0.88; number 4, O, carries -0.51; number 5, H, carries -0.28; number 6, H, carries -0.15; number 7, H, carries -0.16; number 8, C, carries -1.00

---

Entry 2:
ORCA calculation (ωB97M-V/def2-TZVPD) on a molecular structure, C29H52P2SiZr.

```
85
Properties=species:S:1:pos:R:3:forces:R:3
Zr 0.39856 -2.05813 0.45043 1.1 1.5 0.3
C -0.19593 -1.71652 3.00306 0.1 -0.3 -0.7
C -1.19814 -1.28151 2.08546 -0.9 -1.4 0.3
C -0.77122 -3.56937 1.70536 -0.6 1.4 0.9
C 0.17926 -3.05907 2.67816 -0.6 0.4 0.2
C -1.66688 -2.47237 1.38461 0.4 -0.1 0.9
C 0.30100 -0.93698 4.15877 0.1 0.3 -0.2
H -0.38140 -0.11469 4.39327 0.2 -0.2 0.0
H 1.28815 -0.52995 3.93821 0.0 0.1 0.1
H 0.39632 -1.57713 5.03381 0.0 0.0 0.0
C 1.25770 -3.79254 3.41324 0.2 -0.3 0.1
H 2.25118 -3.64019 2.95267 -0.5 -0.2 0.2
H 1.01453 -4.86170 3.43296 0.3 0.2 0.1
H 1.34478 -3.43227 4.45940 -0.2 -0.2 -0.6
C -0.87411 -4.96323 1.19949 -0.4 -0.2 -0.1
H -0.66507 -5.65856 2.01390 0.2 0.0 -0.2
H -0.20409 -5.19721 0.35968 0.0 -0.1 0.1
H -1.90041 -5.14660 0.86805 0.2 -0.1 -0.1
C -2.91879 -2.53473 0.58317 -0.2 0.2 -0.5
H -3.80054 -2.55375 1.24193 0.3 0.0 0.0
H -2.94019 -3.44102 -0.02413 -0.2 0.2 -0.1
H -3.03816 -1.64376 -0.05516 0.0 -0.3 0.1
C -1.85730 0.06127 2.08610 0.0 0.4 -0.4
H -2.88171 0.08769 2.47249 0.3 -0.4 0.5
H -1.98392 0.43160 1.06849 -0.3 -0.2 0.3
H -1.20276 0.79387 2.57776 -0.4 -0.1 0.0
C 0.55162 2.96850 0.76662 0.5 0.0 0.2
C -0.33517 3.41089 1.67006 0.7 0.0 0.0
C -1.75037 3.84870 1.48274 -0.5 0.2 0.0
C -2.32415 3.94183 0.03420 -0.3 0.8 1.3
C -2.91759 2.73388 -0.60176 0.2 -0.9 -0.7
C -2.20992 1.74277 -1.16740 -0.1 -0.5 0.9
C -0.79545 1.36807 -0.75128 0.4 -0.9 -0.2
C 0.30173 2.42294 -0.62501 0.6 0.5 -0.2
H -1.82522 4.88062 1.91275 0.2 -0.8 -0.3
H -1.58919 4.41863 -0.63226 -0.2 -0.2 0.3
H -2.39995 3.24352 2.13655 -0.1 0.1 -0.3
H 0.07797 3.24090 -1.30972 0.4 -0.1 0.1
H 1.63608 3.02861 1.00626 -0.9 -0.4 0.3
H 0.02878 3.56146 2.69690 0.1 0.3 -0.5
H 1.25286 1.95824 -0.96590 -0.5 0.4 0.2
H -0.78211 0.85693 0.22336 -0.1 0.3 -0.2
H -2.68636 1.05535 -1.88474 0.1 0.1 0.7
H -0.45085 0.59391 -1.47605 -0.2 0.4 0.2
H -3.15511 4.65756 0.13628 0.4 -0.1 -0.2
H -4.00967 2.69326 -0.68070 0.4 0.3 -0.5
P -0.16465 1.37086 -3.61963 -0.4 0.9 -2.1
P -1.53177 -1.26471 -4.38124 -0.6 0.5 -2.2
C -0.59128 1.20405 -5.43923 0.2 0.2 0.5
C -0.79656 -0.24485 -5.81366 0.5 -0.3 0.5
H 0.24332 1.65795 -5.99360 -0.4 0.0 -0.1
H -1.50100 1.79974 -5.61610 0.3 -0.3 0.0
H -1.48008 -0.30299 -6.67034 0.2 -0.3 0.2
H 0.15311 -0.72197 -6.09412 -0.2 0.1 0.0
C -1.95971 -2.60607 -5.58184 -0.1 -0.5 0.5
H -2.61833 -3.32819 -5.09324 0.1 -0.1 -0.2
H -1.04157 -3.11067 -5.90199 -0.2 0.0 0.0
H -2.47048 -2.19998 -6.46438 0.1 -0.1 0.3
C -3.19423 -0.41553 -4.48453 0.1 -0.2 0.6
H -3.44566 -0.19416 -5.53290 0.1 -0.1 0.4
H -3.21072 0.51391 -3.89695 -0.1 -0.3 -0.2
H -3.93394 -1.11939 -4.07871 0.0 0.3 -0.1
C 1.65538 1.43581 -3.85792 0.1 0.0 0.2
H 2.17144 1.45531 -2.89174 0.1 0.0 -0.3
H 1.90940 2.33004 -4.44045 0.1 -0.3 0.1
H 1.96137 0.53602 -4.40677 0.0 0.2 0.1
C -0.60897 3.17170 -3.61608 0.0 0.5 0.3
H -1.39203 3.36836 -4.35708 0.3 -0.1 0.1
H 0.27469 3.76945 -3.86422 -0.2 0.1 0.0
H -1.02699 3.51521 -2.66837 0.1 0.0 -0.2
C 3.64715 1.31618 4.22701 -0.2 -0.2 -0.5
Si 4.21581 -0.34037 3.50156 1.7 0.8 1.5
C 5.91493 -0.25386 2.69543 -0.5 0.0 -0.4
C 4.40032 -1.57392 4.91358 -0.5 -0.3 -0.3
C 2.96388 -0.93137 2.26467 -1.2 -0.7 -1.8
C 2.15343 -1.33802 1.40265 0.5 0.4 1.0
H 4.28508 1.58639 5.08055 -0.1 -0.2 -0.3
H 2.60789 1.25768 4.57968 0.2 0.1 0.0
H 3.71083 2.11769 3.47787 0.0 -0.1 0.2
H 6.71563 -0.11118 3.43431 -0.3 0.0 -0.1
H 6.08963 -1.20949 2.18321 0.1 0.2 0.1
H 5.97834 0.55044 1.95150 0.1 -0.2 0.1
H 3.47660 -1.68512 5.49513 0.2 0.0 0.0
H 4.66988 -2.55541 4.50150 0.0 0.1 0.2
H 5.20106 -1.26920 5.60431 -0.2 0.1 -0.3
```
Forces are in eV/Å.

As for the total charge: +2. Its energy relative to the best compared isomer or geometry (same formula, charge and spin) is 0.4754 eV. The calculation puts the LUMO energy at -8.46 eV. As for the total energy: -58632.320 eV.

Atomic partial charges in e from the Mulliken method, atoms 1 to 8: number 1, Zr, carries 1.78; number 2, C, carries 1.52; number 3, C, carries 0.35; number 4, C, carries -0.23; number 5, C, carries 0.04; number 6, C, carries 1.09; number 7, C, carries -1.54; number 8, H, carries 0.48

---

Entry 3:
ORCA calculation (ωB97M-V/def2-TZVPD) on a molecular structure, C29H53BFeN3P2.

```
89
Properties=species:S:1:pos:R:3:forces:R:3
Fe 0.03868 0.00590 -0.59759 -0.4 1.6 -0.7
C 4.59088 1.05590 1.60281 -0.1 0.0 -0.2
C 3.37798 0.18550 1.27691 -0.5 -0.2 -0.2
C 2.27718 0.42500 2.32141 0.0 -0.1 -0.2
C 3.76868 -1.29330 1.31321 -0.1 0.2 -0.1
P 2.46878 0.54210 -0.36219 1.2 0.5 0.0
C 2.47978 2.42840 -0.40009 -0.3 -0.5 -0.1
N 1.12998 2.84530 -0.12089 0.0 0.4 -0.1
B -0.04722 2.31890 -0.73329 0.1 -2.0 -0.1
N -1.14252 2.80960 0.04081 0.0 0.3 -0.1
C -2.52162 2.42190 -0.09319 0.0 -0.3 -0.4
P -2.55882 0.56350 -0.34479 -0.5 0.2 0.8
C -2.78062 -0.08180 1.43741 0.2 0.0 -0.4
C -1.64082 0.55080 2.24751 -0.1 0.0 -0.3
C -2.50132 -1.58720 1.37471 0.0 0.2 -0.1
C -4.12172 0.17530 2.11331 0.2 0.0 -0.1
C -4.13802 0.36380 -1.37879 0.5 -0.2 -0.1
C -4.52602 -1.11330 -1.43499 0.1 0.1 0.1
C -3.68442 0.79120 -2.78229 0.1 0.0 0.1
C -5.33562 1.19920 -0.93669 0.2 0.0 0.1
C -0.64662 3.58680 1.06941 0.3 0.4 0.4
C -1.28692 4.22320 2.12111 -0.1 0.0 -0.2
C -0.50742 4.84620 3.08071 0.1 0.1 0.2
C 0.87888 4.85960 2.98721 -0.1 0.0 0.2
C 1.52988 4.24820 1.93011 0.0 -0.1 -0.2
C 0.76398 3.60130 0.97291 -0.3 0.4 0.5
C 3.48908 0.09740 -1.90589 -0.3 -0.1 0.2
C 4.93938 0.56890 -1.88919 -0.2 0.0 0.1
C 3.43048 -1.42100 -2.09319 -0.1 0.1 0.1
C 2.71788 0.73510 -3.07499 -0.2 -0.1 0.2
H 5.11768 0.62670 2.45441 0.0 -0.1 0.1
H 4.30028 2.06450 1.88771 0.0 0.1 0.0
H 5.28838 1.11110 0.77241 0.1 0.0 0.0
H 2.65618 0.24370 3.32551 0.1 0.0 0.1
H 1.44178 -0.26070 2.14611 0.0 0.0 0.1
H 1.90388 1.44930 2.28831 -0.1 0.1 0.0
H 3.94548 -1.60730 2.34211 0.0 0.0 0.1
H 4.68158 -1.47280 0.75021 0.0 -0.1 -0.1
H 2.96588 -1.90890 0.90331 0.0 -0.2 0.0
H 2.78528 2.77210 -1.39089 0.1 -0.1 0.2
H 3.16738 2.83830 0.33771 0.0 -0.1 -0.1
H -2.96172 2.90100 -0.97489 -0.1 -0.1 0.2
H -3.09842 2.71630 0.78661 0.0 -0.1 -0.1
H -0.69462 0.50160 1.67911 0.0 0.1 0.3
H -1.49592 0.00600 3.17911 0.0 -0.1 0.1
H -1.82862 1.58970 2.50271 0.1 0.1 -0.1
H -1.50832 -1.75460 0.93791 -0.1 -0.1 0.1
H -3.24052 -2.10790 0.77041 0.0 -0.1 -0.1
H -2.51602 -2.01510 2.37821 0.0 0.0 0.1
H -4.40552 1.22280 2.06191 -0.1 0.1 0.0
H -4.05592 -0.10100 3.16511 0.0 0.0 0.1
H -4.90682 -0.42690 1.66331 -0.1 0.0 0.0
H -3.65312 -1.73150 -1.64039 0.1 -0.2 0.0
H -5.24782 -1.27070 -2.23459 -0.1 0.0 -0.1
H -4.98592 -1.43940 -0.50649 0.0 -0.1 0.1
H -2.82552 0.19870 -3.10079 0.0 0.0 -0.1
H -3.40612 1.84270 -2.82339 0.1 0.1 0.0
H -4.48792 0.63740 -3.50049 -0.1 0.0 0.0
H -5.68712 0.91030 0.04741 -0.1 0.0 0.1
H -6.15202 1.03760 -1.63789 -0.1 0.0 -0.1
H -5.11812 2.26300 -0.92859 0.0 0.1 0.0
H -2.36512 4.24440 2.20461 0.0 0.0 0.0
H -0.98422 5.32540 3.92251 0.0 0.1 0.0
H 1.46008 5.34620 3.75581 0.0 0.1 0.0
H 2.60678 4.28140 1.86641 0.1 0.0 0.0
H 5.52838 -0.00540 -1.17829 0.1 0.0 0.1
H 5.01798 1.62530 -1.64349 0.1 0.1 0.0
H 5.37908 0.42050 -2.87399 0.0 0.0 -0.1
H 3.98198 -1.94870 -1.32169 0.0 -0.1 0.1
H 3.86518 -1.69050 -3.05499 0.1 0.0 -0.1
H 2.39468 -1.75820 -2.08249 0.0 -0.1 -0.1
H 2.98578 1.77770 -3.22199 -0.1 0.1 0.0
H 1.63388 0.66560 -2.90419 0.2 0.1 -0.2
H 2.94678 0.21020 -4.00049 0.1 -0.1 -0.1
C 1.32228 -4.98260 -1.38529 0.1 0.1 -0.1
C -0.06602 -4.42890 -1.03159 0.0 -1.0 0.1
C -0.36242 -4.62840 0.46281 0.0 0.2 0.0
C -1.14142 -5.10320 -1.89319 -0.1 0.2 -0.1
C -0.06172 -3.01110 -1.29979 0.0 1.8 -0.2
N -0.03122 -1.86400 -1.45499 -0.1 -1.4 0.2
H 1.32828 -6.06160 -1.26079 -0.1 -0.1 0.1
H 2.09148 -4.56120 -0.74189 0.1 0.1 0.0
H 1.57518 -4.76140 -2.41989 0.0 0.0 -0.1
H -0.30342 -5.68660 0.70191 0.0 -0.1 0.0
H -1.35782 -4.27030 0.71291 -0.1 0.0 0.0
H 0.35668 -4.09360 1.07941 0.1 0.0 0.1
H -1.13742 -6.17510 -1.72059 0.1 -0.1 0.1
H -0.95212 -4.93000 -2.94969 0.0 0.0 -0.1
H -2.13132 -4.72440 -1.65009 -0.1 0.0 0.0
```
Forces are in eV/Å.

As for the total charge: +1. As for the expectation value of S²: 6.023. The spin multiplicity is 5. The calculation puts the LUMO energy (spin up / spin down) at -1.97 / -2.66 eV. As for the total energy: -89040.864 eV.

Atomic partial charges in e from the Mulliken method, atoms 1 to 8: number 1, Fe, carries 0.61; number 2, C, carries -1.83; number 3, C, carries 2.01; number 4, C, carries -1.56; number 5, C, carries -1.97; number 6, P, carries 0.93; number 7, C, carries -1.11; number 8, N, carries -0.06

---

Question: Which formula does entry 1 have?
Answer: C29H52N7OPb2